{"formula": "C5H16NO4", "method": "the ωB97M-V functional and the def2-TZVPD basis", "elements": ["C", "C", "C", "C", "C", "O", "O", "N", "H", "H", "H", "H", "H", "H", "H", "H", "H", "H", "H", "H", "H", "H", "O", "H", "H", "O"], "coordinates": [[1.325, -0.400, 2.804], [0.517, -0.459, 1.537], [0.144, 0.818, 0.719], [-0.788, 0.609, -0.436], [-0.472, 1.350, -1.782], [0.497, 2.247, -1.682], [-1.093, 1.149, -2.805], [1.445, -1.184, 0.433], [0.720, -0.604, 3.697], [1.897, 0.512, 3.088], [2.149, -1.128, 2.795], [-0.244, -1.232, 1.557], [0.976, 1.510, 0.476], [-0.301, 1.414, 1.526], [-1.019, -0.421, -0.631], [-1.654, 1.213, -0.184], [0.247, 3.052, -2.201], [1.308, -2.201, 0.405], [1.374, -0.818, -0.515], [2.464, -1.032, 0.550], [-0.117, -3.559, -1.515], [0.781, -2.602, -2.208], [0.665, -3.020, -1.336], [-2.829, 0.438, 1.409], [-2.755, -0.755, 2.296], [-2.246, 0.031, 2.057]], "fmax_ev_per_a": 4.01, "s_squared": 0.757, "gap_ev": [10.23, 5.09], "total_energy_ha": -555.07206, "lumo_ev": [-8.391, -13.504], "spin_multiplicity": 2, "charge": 2, "e_above_lowest_ev": 1.203}

---

{"formula": "C5H16NS", "method": "the ωB97M-V functional and the def2-TZVPD basis", "elements": ["C", "C", "C", "N", "H", "H", "H", "H", "H", "H", "H", "H", "H", "H", "C", "S", "C", "H", "H", "H", "H", "H", "H"], "coordinates": [[1.699, -1.360, 1.166], [1.753, -0.728, -0.242], [2.902, -1.236, -1.124], [0.434, -0.933, -0.929], [0.953, -0.914, 1.853], [1.553, -2.444, 1.133], [2.668, -1.242, 1.643], [1.847, 0.362, -0.167], [2.700, -2.301, -1.383], [3.837, -1.181, -0.561], [2.997, -0.664, -2.051], [-0.406, -0.312, -0.479], [0.497, -0.651, -1.936], [0.144, -1.898, -0.832], [-1.614, 1.871, -0.939], [-1.750, 0.450, 0.192], [-1.715, 1.361, 1.724], [-0.724, 2.412, -0.721], [-2.402, 2.554, -0.680], [-1.688, 1.546, -2.010], [-1.835, 0.657, 2.533], [-0.758, 1.901, 1.842], [-2.570, 2.064, 1.738]], "fmax_ev_per_a": 1.97, "gap_ev": 10.39, "total_energy_ha": -652.79341, "lumo_ev": -2.853, "charge": 1, "e_above_lowest_ev": 0.552}

---

{"formula": "C5H16NSi", "method": "the ωB97M-V functional and the def2-TZVPD basis", "elements": ["C", "C", "C", "C", "C", "N", "Si", "H", "H", "H", "H", "H", "H", "H", "H", "H", "H", "H", "H", "H", "H", "H", "H"], "coordinates": [[3.131, -0.242, 0.530], [-1.441, -0.947, -1.230], [-2.439, -0.411, 0.746], [2.041, -0.265, -0.508], [-0.052, 0.159, 0.444], [-1.088, -0.776, 0.157], [-0.165, 1.977, -0.022], [3.425, 0.756, 1.015], [4.107, -0.690, 0.146], [2.878, -0.877, 1.506], [-2.214, -1.602, -1.448], [-1.763, -0.032, -1.703], [-0.563, -1.203, -1.897], [-2.441, -0.357, 1.820], [-2.601, 0.673, 0.443], [-3.151, -1.138, 0.289], [1.525, -1.244, -0.753], [2.004, 0.438, -1.348], [0.337, 0.083, 1.463], [-0.857, -1.594, 0.618], [1.119, 2.554, 0.460], [-1.249, 2.706, 0.766], [-0.543, 2.033, -1.494]], "fmax_ev_per_a": 4.81, "gap_ev": 9.28, "total_energy_ha": -543.94220, "lumo_ev": -3.592, "charge": 1, "e_above_lowest_ev": 3.997}